Entry 1:
94
Properties=species:S:1:pos:R:3 method="wB97M-V/def2-TZVPD" homo_ha=-0.2577 charge=0 homo_lumo_gap_ev=4.8
I -0.4027 6.3852 -1.7767
Br 2.1218 6.2018 -1.9264
P 1.3332 2.3936 -6.5316
Si 0.5763 -4.5200 4.2565
O 4.1900 4.3535 -3.8209
O -3.3969 0.5559 0.5298
O -8.3288 -0.9023 -0.8192
O 2.3950 5.2552 -5.1326
N 0.9158 0.8521 -6.9492
N -0.6535 3.7542 -2.9608
N 0.0479 2.9055 -5.3553
N 1.6908 3.5543 -3.4125
C -6.5359 -1.1115 0.6954
C -1.1469 -5.3930 4.5418
C -7.1943 -0.5665 -0.5082
C -0.2077 2.2648 2.0323
C -5.2956 -0.7456 1.0332
C -0.4437 -0.4454 4.5339
C -0.9369 -1.9372 4.0313
C 0.1108 4.2089 -1.6992
C 2.3833 -4.9207 1.6811
C -1.6917 2.6787 -2.5842
C -1.2827 1.0673 2.4142
C 0.3412 3.3530 -4.0607
C 2.7185 4.4117 -4.1124
C 1.7111 4.2312 -2.0256
C 1.4798 -5.6100 2.8978
C -6.4301 0.3991 -1.3226
C 3.8303 1.2651 0.0113
C 5.4225 1.4718 0.3636
C 1.5323 -4.5390 5.9380
C 3.1119 -5.8455 0.5198
C 0.3857 -2.7660 3.4738
C -1.4682 2.9787 -7.5425
C -5.1898 0.7650 -0.9849
C -1.4408 0.7845 4.0199
C -2.2945 1.3887 -2.4713
C 3.3336 2.0961 -1.3400
C -1.3737 2.7974 -5.9098
C 2.8044 3.6246 -0.9701
C -1.6718 2.7085 -8.9302
C -4.5314 0.2201 0.2187
C -0.4620 3.8387 -0.2244
C -0.1146 2.3595 0.3646
C 2.0683 -8.2161 1.8098
C 2.9314 -7.5009 0.5866
C 1.3574 -7.2612 2.9545
H -1.0033 0.0625 1.8539
H -4.7978 -1.1363 1.9123
H -2.3394 1.3965 1.9659
H -1.9176 1.8094 -5.5186
H 3.1926 1.7083 0.9122
H -1.9954 3.7003 -5.4413
H 1.3549 3.2180 -7.7226
H 4.2036 2.1098 -2.1452
H 5.5787 1.0028 1.4501
H -4.6160 1.4717 -1.5723
H 3.7203 -5.3034 -0.3475
H -0.5019 -0.4622 5.7209
H 6.1384 0.8503 -0.3446
H -0.9866 1.6364 -0.0141
H 2.6431 2.3016 -5.9394
H -1.6954 -5.6523 3.5401
H -1.9117 2.3775 -10.0520
H -1.6391 4.0110 -0.1361
H 0.7342 -7.7754 3.8089
H 1.9935 -9.4021 1.7831
H 1.3837 -2.1747 3.6320
H -6.9279 0.7899 -2.2017
H -2.6451 0.2473 -2.4463
H -1.4768 -2.5277 4.9093
H 3.6241 0.1145 -0.0728
H -0.5437 3.3010 2.5136
H 2.3984 1.5286 -1.7729
H 0.8801 1.8732 -0.0048
H -1.7112 -1.8598 3.1382
H -2.5591 0.4040 4.1823
H -1.3382 1.7630 4.6526
H 2.3855 3.6196 0.1338
H 3.4401 -8.1582 -0.2524
H -0.9124 -6.3798 5.1561
H 2.2349 -3.5843 6.0579
H 0.6332 -0.1817 4.1441
H 0.8270 1.9356 2.4722
H 0.2297 -2.9171 2.3044
H 1.6848 0.2094 -6.6551
H 0.0091 4.6279 0.5371
H 0.7237 -4.5388 6.7857
H -7.1098 -1.8181 1.2829
H 2.4940 -3.7477 1.6534
H 2.1588 -5.5391 6.0197
H -1.8620 -4.6744 5.1510
H 3.7707 4.3235 -0.9622
H 5.7545 2.5951 0.3918



Entry 2:
91
Properties=species:S:1:pos:R:3 method="wB97M-V/def2-TZVPD" homo_ha="-0.1400 / -0.1773" charge=-1 spin_multiplicity=2 homo_lumo_gap_ev="6.0 / 7.0" relative_energy_kj_mol=83.3
Sb -0.6102 2.7374 -0.0388
Cu -0.1972 -1.1237 -0.4912
O 6.3923 0.4911 0.9809
O 6.4151 0.3425 -1.2823
N -3.6604 -1.7661 0.7923
N 1.5971 -0.1732 -0.1513
N -3.6044 -0.6073 -0.0612
N 0.1754 0.0236 2.1749
N 0.1232 -0.3119 -2.3662
C 3.6515 0.0470 1.0284
C 5.8974 0.3175 -0.1492
C -0.5838 -4.1299 -0.5162
C -0.3679 3.6477 1.9079
C 2.2750 -0.0461 -1.2945
C 2.2744 -0.1320 0.9939
C 0.4508 4.1088 -1.3544
C 0.4532 5.5972 -1.0136
C -2.0694 -5.6099 0.9106
C -1.6508 -4.1300 -1.6281
C 4.3642 0.1484 -0.1527
C 1.1161 3.5545 2.2713
C 1.8915 3.6159 -1.5233
C 1.4652 -0.3018 2.2401
C -2.6312 3.3082 -0.5801
C -0.6904 -0.2650 -3.4223
C 1.0886 0.3596 -4.8663
C 0.7788 -4.2088 -1.2259
C -3.0046 2.4698 -1.8075
C 2.0499 -0.8015 3.4015
C -0.2526 0.0659 -4.6927
C 1.9376 0.3187 -3.7744
C -0.9298 5.0392 2.1783
C -1.2204 -7.4061 2.2733
C 3.6510 0.0877 -1.3415
C 1.4196 -0.0256 -2.5310
C -0.6751 -2.8180 0.2663
C 0.0543 -7.1272 1.8058
C 1.2622 -0.9710 4.5254
C -0.7925 -5.3178 0.4212
C -0.0809 -0.6374 4.4603
C 0.2622 -6.0976 0.8935
C -0.5714 -0.1458 3.2608
C -2.2843 -6.6355 1.8188
C -2.9308 4.7794 -0.8461
H 0.9349 -5.1794 -1.7110
H -0.6809 -3.0075 1.3457
H -0.9173 2.9368 2.5356
H -2.6675 -4.0460 -1.2414
H 2.4565 3.7013 -0.5909
H 3.0931 -1.0828 3.4102
H -0.0738 3.9559 -2.3054
H 1.2780 3.8213 3.3213
H -1.7277 -0.5089 -3.2241
H 1.5216 2.5516 2.1188
H -0.4922 5.7976 1.5299
H -2.0129 5.0772 2.0530
H 2.4229 4.2093 -2.2763
H -2.4033 2.7629 -2.6758
H -4.3579 0.0108 0.2102
H 0.8631 6.1782 -1.8483
H -1.4794 -3.2579 -2.2640
H 1.2699 -5.9005 0.5518
H -3.3482 -1.5141 1.7284
H 0.8127 -3.4311 -1.9928
H 1.6912 -1.3705 5.4357
H 1.7149 4.2440 1.6686
H 4.2089 0.1360 1.9510
H 2.9849 0.5627 -3.8770
H -2.7247 -0.1116 0.0492
H -2.9127 -5.0099 0.5913
H 1.0974 5.7889 -0.1515
H -3.9996 4.9240 -1.0460
H -1.6190 0.1251 3.1660
H -2.9206 -2.3773 0.4491
H -3.2306 2.9612 0.2695
H 0.8996 -7.7105 2.1522
H 1.9426 2.5718 -1.8306
H -0.9506 0.0882 -5.5184
H -2.8524 1.3996 -1.6546
H 1.4739 0.6246 -5.8432
H 1.6080 -4.0225 -0.5408
H -1.3843 -8.2089 2.9814
H -4.0556 2.6178 -2.0807
H -1.5905 -5.0356 -2.2435
H 4.2148 0.1504 -2.2616
H -2.6584 5.4351 -0.0201
H -0.7365 -0.7570 5.3122
H -2.3945 5.1271 -1.7333
H -0.7152 5.3345 3.2129
H -0.5320 5.9973 -0.7842
H -3.2886 -6.8300 2.1771



Entry 3:
88
Properties=species:S:1:pos:R:3 method="wB97M-V/def2-TZVPD" homo_ha=0.0142 charge=-2 homo_lumo_gap_ev=4.0 relative_energy_kj_mol=19.4
La 12.8028 10.1171 9.9032
Ge 15.0837 12.4267 7.7303
P 16.9798 10.1437 9.7039
Si 10.7267 7.5662 11.2062
O 11.4688 11.6208 11.2300
N 10.9872 8.2556 9.6454
C 13.3390 12.4190 6.7496
C 16.3384 9.5976 12.4626
C 12.1058 8.1725 12.3638
C 16.2145 9.9143 13.7981
C 16.2069 8.4239 9.7340
C 10.8076 5.6731 11.1200
C 8.9397 7.5092 6.0319
C 16.2936 11.5517 6.3793
C 21.0705 9.6868 10.7952
C 17.1364 7.3617 9.7243
C 15.7507 14.2784 7.8948
C 9.2110 12.3514 11.6574
C 9.0384 7.3252 8.4436
C 16.9957 11.8205 11.9706
C 19.4922 9.5035 8.5875
C 16.7616 10.5332 11.5066
C 19.7009 9.7408 10.9463
C 16.7377 6.0312 9.5798
C 14.7992 8.1907 9.7566
C 14.7920 11.3632 9.2736
C 15.3814 5.7763 9.4695
C 21.6687 9.4720 9.5717
C 10.4013 12.3491 10.6841
C 8.4032 7.0799 7.2476
C 20.8698 9.3968 8.4439
C 18.8620 9.6548 9.8179
C 10.8468 13.7784 10.4187
C 14.4524 6.8148 9.5978
C 9.9373 11.7041 9.3559
C 16.8863 12.1390 13.3124
C 9.0800 8.0155 12.0530
C 10.7842 8.4624 7.2659
C 10.1295 8.2191 6.0769
C 10.2748 8.0071 8.5214
C 16.5018 11.1882 14.2410
H 15.2085 14.7493 8.7158
H 13.4000 6.5247 9.5070
H 13.2594 12.9237 5.7840
H 8.7610 9.0427 11.9147
H 9.1460 12.3187 8.9181
H 15.5735 14.8233 6.9751
H 7.4705 6.5505 7.2303
H 8.4465 7.3338 5.0740
H 9.4439 12.9570 12.5286
H 17.3760 11.6368 6.6126
H 14.7725 12.0184 10.1649
H 17.1047 13.1433 13.6236
H 13.1111 11.3695 6.5599
H 11.1013 14.2847 11.3517
H 10.0942 5.2745 10.4022
H 16.0655 8.6166 12.1126
H 8.5364 6.9905 9.3490
H 9.0490 11.3381 12.0200
H 8.2982 12.7191 11.1801
H 11.9734 9.2099 12.6476
H 21.3242 9.2370 7.4627
H 15.0492 4.7548 9.2808
H 19.2432 9.9288 11.9023
H 10.5607 8.5985 5.1646
H 16.8127 14.3012 8.1095
H 8.2548 7.3820 11.6891
H 12.5496 12.8112 7.4024
H 18.8713 9.4526 7.6859
H 17.2654 12.5720 11.2356
H 16.4321 11.4701 15.2852
H 21.6868 9.8049 11.6648
H 13.1013 7.9953 11.9929
H 11.8202 5.3272 10.8258
H 10.0633 14.3156 9.8755
H 9.5450 10.6932 9.5533
H 16.0543 10.4943 6.3922
H 22.7514 9.3865 9.4951
H 11.7722 13.7421 9.8152
H 10.7248 11.6727 8.6103
H 11.7315 8.9816 7.2323
H 10.5660 5.2891 12.1196
H 11.9384 7.6171 13.3095
H 16.0946 11.9231 5.3835
H 17.4862 5.2404 9.5120
H 9.1746 7.8742 13.1451
H 15.8563 9.2006 14.5098
H 18.2023 7.5900 9.7812